(1)
A structure of composition C23H16NO11Tc at a distorted geometry. Source: the Open Molecules 2025 dataset; level of theory: ωB97M-V/def2-TZVPD.

Structure (XYZ):
```
52
C23H16NO11Tc, DFT ωB97M-V/def2-TZVPD
Tc 0.27570 0.80360 -0.01390
O -1.32040 -0.43490 -3.53200
C -1.05000 -0.13130 -2.30310
O -0.69230 0.98120 -1.93000
C -1.24800 -1.23900 -1.26330
C -2.56440 -2.14280 -1.36470
C -3.38900 -1.95550 -0.14930
C -2.72400 -2.08090 1.16610
C -1.40690 -1.18490 1.19410
N -1.18110 -0.53430 -0.03420
C -1.29480 -0.04130 2.21450
O -1.51490 -0.25820 3.48340
O -0.93310 1.05270 1.79750
H -1.11200 0.29000 -4.15330
H -3.10140 -2.02530 -2.30380
H -4.45860 -1.99560 -0.20480
H -3.39240 -1.89380 2.00680
H -1.73010 -1.17580 3.71800
O 1.57850 -0.10400 1.45450
C 2.84300 -0.52420 0.90480
C 2.74280 -0.48860 -0.68170
O 3.53670 -1.07810 -1.35370
O 1.79150 0.28310 -1.06450
C 3.91010 0.50560 1.16230
C 5.23550 0.16540 0.91020
C 6.23420 1.09160 1.13870
C 5.91300 2.35490 1.61590
C 4.58900 2.70060 1.83880
C 3.57980 1.78840 1.59040
C 3.10850 -1.89610 1.47480
C 2.88360 -3.06600 0.76510
C 2.96310 -4.28610 1.41640
C 3.24210 -4.34340 2.77200
C 3.47210 -3.17340 3.47830
C 3.40570 -1.95270 2.83470
H 1.17880 -0.91550 1.81870
H 5.46020 -0.81750 0.52550
H 7.25980 0.82840 0.93770
H 6.69600 3.07390 1.80090
H 4.34130 3.68500 2.20490
H 2.54450 2.06690 1.75270
H 2.65560 -3.02950 -0.28770
H 2.78740 -5.19490 0.86250
H 3.27890 -5.29710 3.27770
H 3.68710 -3.20720 4.53490
H 3.56630 -1.03180 3.37510
O -2.16390 -3.42370 1.32600
C -0.96440 -3.20230 0.72450
O -0.34810 -2.17680 1.44170
C -0.89560 -3.20130 -0.62180
O -1.99890 -3.48750 -1.34820
O -0.17940 -2.22350 -1.28910
```

E_LUMO (spin up / spin down) ... -3.7295 / -4.5830 eV
Total charge ... +1
Kohn-Sham gap (spin up / spin down) ... 7.83 / 7.00 eV
Multiplicity ... 4

***

(2)
A cluster of 2 separate species, C5H3N in total at a distorted geometry. Source: the Open Molecules 2025 dataset; level of theory: ωB97M-V/def2-TZVPD.

Structure (XYZ):
```
9
C5H3N, DFT ωB97M-V/def2-TZVPD
C 0.70508 0.96078 1.02526
C 0.32038 -0.23652 1.19181
C -0.60642 1.06216 -1.06238
C -0.55997 -0.93882 0.31448
C 0.47369 1.40230 -0.19233
N -1.05142 -0.07049 -0.82504
H -0.32272 -2.02671 -0.04462
H -1.42848 -1.17743 0.81179
H 2.46986 1.02474 -1.21897
```

E_LUMO (spin up / spin down) ... -1.3174 / -1.4791 eV
Kohn-Sham gap (spin up / spin down) ... 7.52 / 7.11 eV

***

(3)
A structure of composition C37H40NP2SbZr at a distorted geometry. Source: the Open Molecules 2025 dataset; level of theory: ωB97M-V/def2-TZVPD.

Structure (XYZ):
```
82
C37H40NP2SbZr, DFT ωB97M-V/def2-TZVPD
C -2.45530 -5.00697 -0.47432
C -2.54582 -3.61159 -0.68453
C -2.77345 -2.79399 0.42991
C -2.78354 -3.35037 1.69314
C -2.75976 -4.72861 1.92404
C -2.56582 -5.53919 0.80699
C -2.57506 -2.29880 2.81678
C -3.47942 -1.07322 2.61351
C -3.44556 -0.58663 1.32787
C -3.89350 0.72861 1.05779
C -4.45012 1.44821 2.11130
C -4.56233 0.89859 3.39214
C -4.11327 -0.39056 3.65873
H -2.23012 -5.64366 -1.32274
H -2.84938 -5.14510 2.92111
H -2.43257 -6.60895 0.94480
H -2.82905 -2.77530 3.79264
H -4.76086 2.47343 1.94124
H -4.95810 1.50941 4.20953
H -4.22373 -0.84873 4.65522
N -2.84244 -1.38346 0.28691
Zr -0.97189 -0.75713 0.33751
C -2.28381 -3.00134 -2.01773
H -3.11101 -2.34210 -2.32110
H -2.13405 -3.73106 -2.81513
C -3.63161 1.32725 -0.28418
H -4.06764 0.69836 -1.09796
H -4.06367 2.33478 -0.37472
P -0.66247 -1.97613 -1.93905
P -1.77604 1.54283 -0.56707
C -1.49126 3.09704 0.36600
H -0.47411 3.44743 0.20828
H -2.17816 3.87518 0.04119
H -1.62400 2.94715 1.43080
C -1.69839 2.09204 -2.26732
H -2.27759 3.04542 -2.42918
H -0.66745 2.28056 -2.61393
H -2.14447 1.33017 -2.93973
C 0.59828 -3.37845 -1.93768
H 0.40875 -3.98033 -2.80897
H 1.60099 -2.97823 -1.97495
H 0.52473 -3.99229 -1.04629
C -0.56429 -1.37402 -3.63829
H 0.31057 -0.71386 -3.79186
H -0.50458 -2.16721 -4.41850
H -1.45314 -0.76258 -3.87775
H -1.61679 -1.91901 2.61489
H 0.96576 -0.98242 0.29330
C 6.27142 -1.26186 0.27045
C 5.32658 -1.48011 1.29004
C 4.08161 -0.84563 1.24386
C 3.77319 0.00805 0.17463
C 4.71356 0.25502 -0.82670
C 5.96386 -0.38812 -0.78029
Sb 1.71228 0.74191 0.08682
C 1.86307 2.04021 1.83667
C 0.93278 1.92233 2.88647
C 1.13120 2.61229 4.08507
C 2.26593 3.41882 4.25617
C 3.18823 3.54470 3.21784
C 2.98522 2.85642 2.00435
C 1.92785 1.75184 -1.84746
C 1.87509 3.13958 -1.97460
C 1.94614 3.72922 -3.25298
C 2.06843 2.93268 -4.39070
C 2.14146 1.53859 -4.25886
C 2.09364 0.95536 -2.99055
H 7.23311 -1.78206 0.29277
H 5.55825 -2.15842 2.11385
H 3.34852 -1.04300 2.02280
H 4.48920 0.91483 -1.65796
H 6.68976 -0.21423 -1.58196
H 0.05523 1.26334 2.77867
H 0.40104 2.51204 4.88733
H 2.42357 3.94007 5.19744
H 4.07774 4.16658 3.33591
H 3.73281 2.94550 1.20400
H 1.78677 3.78007 -1.08949
H 1.90506 4.81715 -3.34577
H 2.11240 3.38382 -5.38308
H 2.24511 0.90086 -5.13722
H 2.19643 -0.13304 -2.90016
```

E_LUMO (spin up / spin down) ... -6.9775 / -6.9779 eV
Total charge ... +2
Kohn-Sham gap (spin up / spin down) ... 5.83 / 5.83 eV

***

(4)
A cluster of 5 separate species, C22H39N5O2 in total at a distorted geometry. Source: the Open Molecules 2025 dataset; level of theory: ωB97M-V/def2-TZVPD.

Structure (XYZ):
```
68
C22H39N5O2, DFT ωB97M-V/def2-TZVPD
C -24.50662 6.23539 -15.71631
C -25.46850 7.26002 -15.81023
C -26.69088 6.61530 -16.02148
N -26.49067 5.30091 -15.73114
C -25.16612 5.02877 -15.57811
H -23.43433 6.32958 -15.63542
H -25.37477 8.33107 -15.85161
H -27.67921 7.00349 -16.18950
H -27.26593 4.66262 -15.81647
H -24.87426 4.01502 -15.36785
C -25.47840 10.52695 -13.88710
C -25.45149 9.72032 -12.73524
C -26.37256 10.29726 -11.88690
N -26.96169 11.36096 -12.51987
C -26.46506 11.47037 -13.79677
H -24.91947 10.16273 -14.74076
H -24.73198 8.93900 -12.57607
H -26.62226 10.11849 -10.85143
H -27.63996 11.99366 -12.14421
H -26.82118 12.23440 -14.46492
C -29.22564 2.87187 -13.27085
O -29.15936 3.59705 -14.48397
C -30.21825 4.52875 -14.69302
C -31.58524 3.86484 -14.75367
N -31.66189 2.85214 -15.80097
C -32.19870 3.37534 -17.05402
C -31.68891 2.52477 -18.20383
O -30.28083 2.55761 -18.12723
C -29.61313 2.11325 -19.25890
H -28.20002 2.76715 -12.90673
H -29.64377 1.88814 -13.47704
H -29.71942 3.41536 -12.46068
H -29.98551 5.09493 -15.59718
H -30.12101 5.26381 -13.87777
H -32.30085 4.67576 -14.92536
H -31.92501 3.44787 -13.80148
H -30.78649 2.35996 -15.88951
H -31.96843 4.44141 -17.18701
H -33.29336 3.35121 -16.99983
H -32.03856 2.96332 -19.14828
H -32.06693 1.49939 -18.12848
H -29.65925 1.04663 -19.49223
H -28.55877 2.40135 -19.19309
H -29.85544 2.64017 -20.19683
C -26.90498 1.64568 -16.55186
C -25.96764 0.43232 -16.41339
C -26.00183 -0.53646 -17.58306
C -27.14683 -1.46867 -17.46288
N -28.03483 -2.19140 -17.36997
H -26.41982 2.41448 -17.16092
H -26.92336 2.10033 -15.55933
H -27.89042 1.39657 -16.93364
H -26.23741 -0.05613 -15.47424
H -24.93689 0.75468 -16.24720
H -25.11261 -1.16000 -17.67120
H -26.09986 0.02593 -18.51336
C -28.97222 6.03192 -18.94043
C -30.27272 6.66860 -19.40344
C -30.25814 6.92243 -20.90640
C -31.59361 7.13969 -21.44762
N -32.64300 7.32326 -21.87497
H -28.67218 6.29745 -17.92829
H -28.09068 6.18868 -19.56181
H -29.12729 4.94986 -18.85632
H -30.55928 7.48263 -18.73594
H -31.10112 5.96329 -19.27407
H -29.81782 6.04357 -21.38676
H -29.62676 7.74353 -21.25944
```

E_LUMO ... 0.5448 eV
Kohn-Sham gap ... 8.72 eV
SMILES ... c1cc[nH]c1.c1cc[nH]c1.COCCNCCOC.CCCC#N.CCCC#N

***

(5)
The ion C5H10NO with charge +1 at a distorted geometry. Source: the Open Molecules 2025 dataset; level of theory: ωB97M-V/def2-TZVPD.

Structure (XYZ):
```
17
C5H10NO, DFT ωB97M-V/def2-TZVPD
C -1.40614 0.41261 -0.91182
C -1.32072 0.57607 0.52106
C 1.18527 -0.11553 -0.13700
C -0.42973 -0.48421 -0.11987
C 1.58129 1.23862 0.26510
N -0.83601 -1.80849 0.02867
O 2.34159 -0.88212 -0.16470
H -2.33080 -0.11388 -1.38349
H -1.14473 1.22380 -1.70861
H -0.75426 1.34800 1.04235
H -2.15144 0.20074 1.17185
H 0.78280 1.82403 0.83451
H 1.94723 1.98289 -0.42449
H 2.50063 1.10991 0.90372
H 2.27505 -1.86473 -0.19278
H -1.61117 -2.21635 -0.55793
H -0.62887 -2.43137 0.83343
```

E_LUMO ... -5.6239 eV
Total charge ... +1
Kohn-Sham gap ... 7.89 eV

***

(6)
The molecule C8H10N2O at a distorted geometry. Source: the Open Molecules 2025 dataset; level of theory: ωB97M-V/def2-TZVPD.

Structure (XYZ):
```
21
C8H10N2O, DFT ωB97M-V/def2-TZVPD
C -0.08232 2.17577 1.32237
N 0.70653 1.61404 0.21730
C 0.14100 0.90345 -0.95995
C -0.46521 -0.40330 -0.68462
C 0.33313 -1.35062 -0.05974
C -0.11658 -2.56316 0.39790
C -1.34021 -2.96784 -0.06632
C -2.21316 -2.08385 -0.76695
C -1.76412 -0.84261 -1.10717
N 2.01223 1.80570 0.16401
O 2.51782 2.57635 1.02694
H -1.10720 1.64869 1.30565
H 0.33955 1.89749 2.32510
H -0.25892 3.24489 1.22422
H -0.51894 1.57616 -1.43196
H 1.14336 0.87300 -1.55075
H 1.38055 -1.09786 0.10938
H 0.52949 -3.21228 1.05817
H -1.85128 -3.95912 0.15476
H -3.13456 -2.53332 -1.05889
H -2.65114 -0.19375 -1.47348
```

E_LUMO ... 0.7539 eV
Kohn-Sham gap ... 9.87 eV
SMILES ... CN(Cc1ccccc1)N=O

***

(7)
A structure of composition C44H53KN7OP at a distorted geometry. Source: the Open Molecules 2025 dataset; level of theory: ωB97M-V/def2-TZVPD.

Structure (XYZ):
```
107
C44H53KN7OP, DFT ωB97M-V/def2-TZVPD
K 0.50261 -0.58921 0.07314
C 0.55951 -2.16555 2.61178
C 0.16335 -3.19368 1.70105
C 1.25093 -3.35584 0.77828
C 2.25723 -2.44084 1.16978
C 1.85938 -1.72503 2.30797
C 2.79810 -0.88845 3.16088
C 2.05989 -0.19694 4.30635
C 3.85491 -1.82152 3.77557
C 3.52523 0.17170 2.32509
C 1.46487 -4.28698 -0.42178
C 0.45299 -4.03190 -1.55126
C 2.85057 -4.04854 -1.04238
C 1.44977 -5.77052 -0.02049
C -1.02308 -4.09614 2.08948
C -1.81955 -4.74459 0.94813
C -0.48591 -5.21669 3.00084
C -2.05416 -3.31097 2.92064
H 0.00866 -1.87854 3.49780
H 3.22604 -2.33089 0.70253
H 1.57703 -0.92846 4.95711
H 1.29621 0.48702 3.93410
H 2.76149 0.38198 4.91267
H 3.37116 -2.59781 4.37113
H 4.54379 -1.26503 4.41903
H 4.43310 -2.31454 2.99300
H 2.81744 0.89613 1.91907
H 4.05875 -0.28645 1.48973
H 4.25412 0.71425 2.93438
H 0.55681 -3.00734 -1.92422
H -0.57671 -4.15582 -1.22951
H 0.64123 -4.71129 -2.38847
H 2.95920 -3.02362 -1.40526
H 2.98614 -4.72194 -1.89210
H 3.64855 -4.24326 -0.32510
H 0.48170 -6.10982 0.33567
H 2.17685 -5.94441 0.77515
H 1.72318 -6.39513 -0.87618
H -1.19680 -5.30940 0.26380
H -2.36749 -4.00104 0.37003
H -2.54660 -5.44071 1.37544
H 0.19522 -5.87285 2.46072
H -1.30647 -5.82257 3.39812
H 0.06472 -4.78180 3.83660
H -2.39528 -2.40832 2.40446
H -1.65871 -3.01807 3.89284
H -2.93092 -3.93789 3.10010
O -1.51050 -1.89496 -0.28127
N -2.12808 -0.79687 -0.85191
C -2.63484 -1.10453 -1.97507
C -3.25074 -0.08230 -2.83019
C -4.25309 -0.50395 -3.70572
C -4.91499 0.40260 -4.51078
C -4.56902 1.74607 -4.45232
C -3.55363 2.16571 -3.60992
C -2.86915 1.26874 -2.79150
P -1.44520 1.81264 -1.73911
C -0.84054 3.21331 -2.77979
C -1.22392 4.55225 -2.72808
C -0.66463 5.48448 -3.59142
C 0.28159 5.09430 -4.52884
C 0.66750 3.76306 -4.59769
C 0.11783 2.83908 -3.72274
C -2.38507 2.65050 -0.39969
C -1.88141 3.76888 0.26092
C -2.56295 4.33394 1.32980
C -3.75582 3.78033 1.76701
C -4.26205 2.65694 1.12714
C -3.58640 2.10007 0.05302
H -1.32306 -1.69944 0.65469
H -2.61652 -2.14095 -2.31118
H -4.51512 -1.55491 -3.73675
H -5.69519 0.06720 -5.18112
H -5.08452 2.46671 -5.07395
H -3.28048 3.21260 -3.59684
H -1.97266 4.87850 -2.01708
H -0.97551 6.52003 -3.53388
H 0.71653 5.82427 -5.19930
H 1.40424 3.44604 -5.32520
H 0.43397 1.80209 -3.77021
H -0.94063 4.20717 -0.05380
H -2.14827 5.20152 1.82716
H -4.28827 4.21985 2.60055
H -5.19011 2.21236 1.46362
H -3.99387 1.22508 -0.43667
N -0.75222 1.41329 2.73680
C 0.11009 2.22212 2.08815
N 0.36670 3.40988 2.63596
C 1.17254 4.18012 1.91284
N 1.40467 5.43367 2.36314
N 1.76236 3.83468 0.75596
C 1.46682 2.61518 0.33394
N 0.63285 1.77164 0.93288
C 2.15723 2.15963 -0.92055
C 3.02249 3.01865 -1.58427
C 3.66632 2.56571 -2.72301
C 3.42756 1.27418 -3.16073
C 2.54123 0.49125 -2.43653
N 1.91444 0.91614 -1.34436
H -1.01826 1.70188 3.66304
H -0.69975 0.41981 2.56151
H 1.14110 5.64517 3.30938
H 2.15305 5.94981 1.93590
H 3.17380 4.01486 -1.19691
H 4.34669 3.21278 -3.26099
H 3.91303 0.87631 -4.04116
H 2.32280 -0.52584 -2.74854
```

E_LUMO ... -0.2549 eV
Kohn-Sham gap ... 5.92 eV

***

(8)
The molecule C4H7NO at a distorted geometry. Source: the Open Molecules 2025 dataset; level of theory: ωB97M-V/def2-TZVPD.

Structure (XYZ):
```
13
C4H7NO, DFT ωB97M-V/def2-TZVPD
C 1.16213 0.29260 1.25078
C 0.04556 -0.36258 0.45699
N -1.10247 0.47055 0.10618
C -0.98868 0.20646 -1.34069
C 0.30453 -0.61588 -1.03657
O 1.14274 -1.20272 -1.66230
H 0.82825 0.52162 2.26742
H 1.48680 1.22648 0.77915
H 2.01843 -0.38604 1.30778
H -0.29668 -1.28605 0.92480
H -1.99697 0.28771 0.52151
H -0.82581 1.21673 -1.60406
H -1.77442 -0.30983 -1.94468
```

E_LUMO ... 0.8692 eV
Kohn-Sham gap ... 10.12 eV
SMILES ... C[C@H]1NCC1=O